{
  "formula": "C65H99N5O2P2S2SbSiTi",
  "method": "wB97M-V/def2-TZVPD",
  "e_above_lowest_kj_mol": 188.9,
  "energy_ev": -158330.356,
  "lumo_energy_ha": -0.114,
  "charge": 1,
  "gap_ev": 6.900,
  "elements": ["Ti", "C", "Si", "C", "C", "C", "C", "C", "C", "P", "C", "C", "C", "C", "C", "C", "C", "C", "C", "C", "C", "C", "C", "C", "C", "C", "C", "C", "P", "C", "C", "C", "C", "C", "C", "C", "C", "C", "C", "C", "C", "H", "H", "H", "H", "H", "H", "H", "H", "H", "H", "H", "H", "H", "H", "H", "H", "H", "H", "H", "H", "H", "H", "H", "H", "H", "H", "H", "H", "H", "H", "H", "H", "H", "H", "H", "H", "H", "H", "H", "H", "H", "H", "H", "H", "H", "H", "H", "H", "H", "H", "H", "H", "H", "H", "H", "C", "C", "C", "Sb", "C", "C", "C", "C", "C", "C", "H", "H", "H", "H", "H", "H", "H", "H", "H", "H", "H", "H", "H", "H", "H", "H", "H", "H", "H", "H", "H", "C", "C", "N", "C", "C", "N", "H", "H", "H", "H", "H", "H", "N", "C", "C", "C", "C", "C", "C", "S", "O", "O", "N", "C", "S", "C", "C", "N", "H", "H", "H", "H", "H", "H", "H", "H", "C", "C", "C", "C", "C", "C", "H", "H", "H", "H", "H", "H", "H", "H", "H"],
  "positions_angstrom": [[-0.738, 0.885, -0.013], [2.747, 1.242, -0.984], [1.742, -0.120, -0.075], [2.422, -0.149, 1.731], [3.748, -0.566, 1.903], [4.285, -0.829, 3.150], [3.476, -0.727, 4.276], [2.174, -0.286, 4.135], [1.649, 0.052, 2.880], [-0.063, 0.699, 2.731], [-1.108, -0.671, 3.499], [-1.335, -0.594, 5.026], [-1.512, -1.992, 5.635], [-2.361, -2.862, 4.709], [-1.581, -3.170, 3.419], [-0.587, -2.051, 3.062], [-0.265, 2.143, 3.985], [0.910, 2.433, 4.963], [1.559, 3.798, 4.759], [0.558, 4.945, 4.942], [-0.848, 4.540, 4.464], [-0.784, 3.466, 3.376], [2.712, -1.623, -0.829], [3.982, -1.331, -1.354], [4.770, -2.286, -1.974], [4.295, -3.582, -2.117], [3.066, -3.909, -1.574], [2.286, -2.959, -0.906], [0.816, -3.459, 0.049], [0.119, -4.734, -1.095], [-0.222, -4.075, -2.448], [-1.416, -4.755, -3.142], [-1.426, -6.250, -2.826], [-1.706, -6.473, -1.328], [-1.133, -5.333, -0.468], [1.574, -4.492, 1.434], [2.708, -3.709, 2.129], [3.472, -4.571, 3.160], [2.637, -5.758, 3.631], [2.288, -6.680, 2.451], [2.072, -5.904, 1.130], [3.684, 1.441, -0.451], [2.987, 0.894, -1.990], [2.230, 2.187, -1.094], [4.372, -0.726, 1.031], [5.315, -1.150, 3.242], [3.855, -0.988, 5.257], [1.554, -0.229, 5.021], [-2.071, -0.567, 2.993], [-0.517, -0.081, 5.538], [-2.242, -0.016, 5.226], [-0.537, -2.468, 5.788], [-1.979, -1.899, 6.615], [-2.649, -3.790, 5.204], [-3.288, -2.323, 4.477], [-1.018, -4.096, 3.556], [-2.270, -3.341, 2.588], [0.364, -2.253, 3.546], [-0.410, -2.042, 1.985], [-1.089, 1.765, 4.587], [0.520, 2.387, 5.985], [1.688, 1.685, 4.896], [2.386, 3.907, 5.463], [1.993, 3.833, 3.762], [0.517, 5.235, 5.993], [0.907, 5.819, 4.387], [-1.434, 4.154, 5.306], [-1.385, 5.410, 4.084], [-1.775, 3.331, 2.959], [-0.140, 3.813, 2.573], [4.379, -0.324, -1.297], [5.742, -2.008, -2.363], [4.886, -4.331, -2.630], [2.722, -4.934, -1.653], [0.848, -5.529, -1.252], [-0.443, -3.009, -2.298], [0.658, -4.127, -3.092], [-2.357, -4.313, -2.792], [-1.366, -4.588, -4.222], [-2.176, -6.764, -3.429], [-0.456, -6.679, -3.096], [-2.785, -6.539, -1.162], [-1.279, -7.429, -1.012], [-1.855, -4.522, -0.376], [-0.926, -5.695, 0.546], [0.737, -4.583, 2.139], [3.417, -3.362, 1.378], [2.302, -2.812, 2.603], [4.395, -4.954, 2.710], [3.769, -3.955, 4.012], [3.176, -6.321, 4.396], [1.721, -5.390, 4.104], [3.089, -7.408, 2.304], [1.388, -7.249, 2.694], [3.016, -5.832, 0.580], [1.370, -6.463, 0.508], [2.652, -0.859, -4.039], [1.283, -0.657, -4.676], [0.770, -1.948, -5.309], [-0.180, 0.224, -3.277], [-1.966, -0.736, -4.117], [-2.951, -1.079, -3.004], [-2.596, 0.085, -5.239], [0.006, 2.216, -4.174], [1.199, 2.905, -3.510], [0.154, 2.266, -5.694], [3.366, -1.201, -4.797], [2.615, -1.614, -3.251], [3.048, 0.065, -3.613], [1.356, 0.105, -5.450], [0.528, -2.698, -4.555], [1.551, -2.367, -5.954], [-0.110, -1.776, -5.930], [-1.580, -1.673, -4.518], [-3.374, -0.188, -2.556], [-2.483, -1.671, -2.220], [-3.784, -1.661, -3.422], [-2.917, 1.067, -4.889], [-3.483, -0.440, -5.613], [-1.915, 0.215, -6.081], [-0.914, 2.709, -3.894], [2.134, 2.378, -3.723], [1.084, 2.954, -2.431], [1.306, 3.928, -3.895], [1.170, 2.019, -6.009], [-0.052, 3.288, -6.030], [-0.541, 1.612, -6.219], [-0.539, 4.887, -1.336], [0.425, 4.254, -0.409], [0.438, 3.037, 0.130], [1.577, 2.998, 0.936], [2.231, 4.174, 0.884], [1.487, 4.956, 0.032], [-1.118, 5.636, -0.790], [-1.206, 4.154, -1.753], [-0.014, 5.390, -2.151], [1.861, 2.120, 1.489], [3.141, 4.512, 1.354], [1.696, 5.904, -0.225], [-7.178, 7.489, -1.175], [-6.377, 6.434, -1.514], [-6.934, 5.190, -1.851], [-6.122, 4.113, -2.124], [-4.737, 4.256, -2.069], [-4.170, 5.499, -1.811], [-4.979, 6.575, -1.522], [-3.736, 2.858, -2.444], [-4.654, 1.775, -2.674], [-2.876, 3.275, -3.518], [-2.684, 2.471, -1.200], [-3.162, 2.297, 0.053], [-4.803, 2.567, 0.643], [-4.345, 1.999, 2.211], [-3.059, 1.653, 2.217], [-2.373, 1.823, 1.025], [-8.170, 7.429, -1.320], [-6.787, 8.411, -1.115], [-8.015, 5.080, -1.892], [-6.539, 3.145, -2.382], [-3.097, 5.618, -1.873], [-4.540, 7.546, -1.312], [-5.063, 1.960, 3.017], [-2.535, 1.276, 3.081], [-4.623, -1.493, 2.198], [-4.348, -1.755, 0.705], [-5.346, -0.958, -0.153], [-4.541, -3.248, 0.429], [-2.986, -1.273, 0.381], [-1.894, -0.752, 0.171], [-5.650, -1.784, 2.436], [-4.496, -0.438, 2.437], [-3.947, -2.080, 2.822], [-6.339, -1.407, -0.067], [-5.055, -0.956, -1.205], [-5.404, 0.075, 0.183], [-5.571, -3.516, 0.672], [-3.879, -3.853, 1.047], [-4.368, -3.484, -0.624]],
  "forces_ev_per_a": [[-0.33, 0.80, -0.07], [-0.20, 0.17, -0.09], [0.92, 0.09, 0.25], [-0.16, -0.13, -0.05], [0.14, 0.07, 0.02], [-0.03, 0.07, 0.03], [0.05, -0.03, -0.03], [-0.07, -0.17, 0.06], [-0.10, -0.05, 0.09], [0.25, -0.52, -0.23], [0.10, -0.11, -0.30], [0.11, -0.15, 0.01], [-0.12, -0.02, -0.11], [0.15, 0.04, 0.06], [-0.02, 0.16, 0.07], [-0.14, 0.20, 0.00], [-0.04, 0.18, -0.35], [-0.07, 0.04, 0.02], [-0.16, 0.04, 0.06], [-0.06, -0.06, -0.04], [0.12, -0.06, 0.03], [0.13, 0.01, 0.18], [-0.30, -0.17, -0.05], [0.26, 0.03, 0.17], [0.02, -0.01, 0.14], [0.02, 0.02, -0.04], [0.09, -0.05, -0.02], [0.21, 0.10, 0.16], [0.07, -0.18, -0.06], [-0.11, 0.19, 0.12], [-0.10, -0.06, 0.07], [0.05, -0.07, 0.04], [-0.06, 0.09, 0.09], [0.04, 0.05, -0.08], [0.00, -0.18, -0.04], [0.03, 0.15, -0.13], [-0.13, -0.11, 0.06], [-0.09, -0.05, -0.02], [0.02, 0.01, -0.09], [0.04, 0.09, -0.04], [-0.01, -0.02, 0.14], [-0.10, -0.03, -0.03], [-0.05, 0.10, 0.21], [0.15, -0.14, -0.01], [-0.02, 0.00, 0.06], [-0.03, 0.01, -0.01], [0.00, 0.01, -0.05], [0.02, -0.05, -0.06], [0.04, -0.04, 0.04], [-0.02, 0.01, -0.01], [0.01, 0.06, 0.02], [-0.04, 0.04, 0.00], [0.03, -0.01, 0.04], [-0.04, 0.01, -0.01], [0.15, -0.10, 0.21], [-0.02, -0.04, -0.03], [0.04, 0.00, -0.02], [0.18, 0.02, 0.07], [0.09, -0.05, 0.09], [-0.06, -0.02, 0.05], [-0.01, -0.06, -0.03], [0.01, 0.04, 0.05], [0.01, -0.02, -0.05], [0.06, 0.02, -0.18], [0.01, 0.03, -0.01], [-0.02, 0.01, 0.03], [0.01, 0.02, -0.05], [-0.03, 0.00, 0.04], [0.05, 0.05, -0.06], [0.11, 0.02, -0.14], [0.00, -0.25, -0.03], [-0.03, -0.02, 0.01], [-0.04, 0.03, 0.03], [0.01, 0.08, 0.02], [-0.02, -0.04, -0.04], [0.04, 0.00, -0.02], [-0.01, -0.01, 0.04], [0.05, 0.01, -0.05], [-0.03, 0.04, 0.06], [0.02, -0.04, 0.00], [-0.02, 0.01, -0.01], [0.04, -0.03, 0.01], [-0.03, 0.02, 0.00], [-0.21, 0.06, 0.13], [-0.07, 0.06, -0.05], [-0.03, 0.01, 0.01], [0.01, 0.06, -0.09], [-0.02, -0.05, 0.02], [-0.03, 0.03, 0.02], [0.04, -0.01, -0.05], [-0.05, 0.01, 0.00], [0.00, 0.01, 0.01], [-0.03, -0.01, 0.02], [0.00, -0.02, -0.02], [-0.04, -0.03, -0.03], [0.07, 0.03, -0.01], [-0.16, -0.11, -0.25], [0.07, -0.26, 0.39], [0.07, 0.09, -0.04], [-0.07, 0.19, -0.20], [-0.01, 0.16, 0.31], [-0.03, -0.17, -0.36], [-0.03, -0.15, 0.06], [0.15, -0.19, 0.07], [-0.11, 0.07, -0.25], [-0.09, 0.00, 0.06], [-0.03, 0.00, 0.03], [-0.09, 0.14, -0.32], [-0.01, -0.14, -0.12], [-0.07, 0.04, 0.06], [0.02, 0.04, -0.09], [-0.03, 0.03, 0.03], [0.06, -0.05, 0.01], [0.07, 0.06, 0.01], [-0.07, 0.16, 0.11], [0.01, -0.05, 0.00], [0.07, 0.06, 0.01], [0.02, 0.01, -0.04], [0.03, 0.04, 0.03], [-0.08, -0.04, 0.03], [-0.11, 0.10, 0.07], [-0.03, 0.06, 0.01], [-0.01, 0.03, -0.02], [-0.01, -0.09, 0.02], [-0.06, 0.03, -0.02], [0.05, -0.05, 0.00], [0.09, 0.08, 0.02], [0.05, 0.16, 0.05], [0.11, -0.15, 0.23], [0.09, -0.30, 0.05], [-0.42, 0.08, 0.21], [0.07, 0.11, 0.11], [0.14, 0.06, 0.03], [-0.06, -0.03, -0.03], [-0.24, -0.23, -0.14], [0.02, -0.03, 0.04], [0.02, 0.08, -0.03], [-0.13, -0.02, -0.06], [-0.03, 0.04, -0.06], [-0.02, -0.04, 0.06], [-0.01, -0.07, -0.06], [-0.10, 0.17, 0.05], [0.14, -0.21, 0.13], [0.02, -0.14, 0.36], [-0.03, -0.10, -0.01], [-0.04, 0.11, 0.00], [0.26, -0.16, 0.02], [0.07, -0.20, 0.15], [0.31, -0.10, -0.06], [-0.55, -0.05, 0.77], [-0.48, 0.09, -0.33], [0.23, 0.30, -0.27], [-0.37, 0.26, -0.15], [0.43, 0.07, -0.12], [0.03, 0.15, -0.32], [0.04, 0.00, -0.04], [0.00, 0.01, -0.03], [0.12, 0.02, 0.00], [0.02, 0.15, 0.09], [-0.01, 0.03, 0.10], [-0.03, -0.07, -0.02], [0.12, 0.01, -0.04], [-0.18, 0.07, -0.10], [-0.03, -0.08, -0.09], [-0.09, 0.09, -0.01], [0.00, -0.02, -0.06], [0.13, -0.05, -0.15], [0.29, 0.07, 0.20], [-0.27, -0.22, 0.00], [0.04, -0.01, -0.05], [-0.05, -0.17, -0.02], [-0.16, 0.08, -0.19], [0.04, 0.02, 0.03], [-0.06, -0.03, 0.06], [0.00, -0.04, -0.07], [0.05, 0.00, -0.01], [0.07, -0.07, -0.04], [0.04, -0.01, 0.06]],
  "lowdin_charge": [0.712, -0.225, 0.638, -0.305, -0.096, -0.062, -0.062, -0.115, -0.382, 1.143, -0.405, -0.187, -0.179, -0.184, -0.168, -0.220, -0.353, -0.178, -0.188, -0.184, -0.179, -0.205, -0.299, -0.165, -0.073, -0.060, -0.088, -0.386, 1.134, -0.472, -0.214, -0.190, -0.192, -0.176, -0.218, -0.420, -0.194, -0.178, -0.203, -0.178, -0.193, 0.057, -0.004, -0.019, 0.095, 0.115, 0.114, 0.100, 0.064, 0.092, 0.115, 0.118, 0.114, 0.114, 0.091, 0.103, 0.086, 0.094, 0.033, 0.075, 0.128, 0.064, 0.116, 0.089, 0.109, 0.106, 0.117, 0.110, 0.078, 0.088, 0.087, 0.113, 0.111, 0.100, 0.091, 0.082, 0.096, 0.106, 0.109, 0.108, 0.114, 0.108, 0.108, 0.090, 0.105, 0.084, 0.099, 0.080, 0.116, 0.101, 0.109, 0.105, 0.109, 0.107, 0.112, 0.094, -0.139, -0.493, -0.128, 1.575, -0.525, -0.175, -0.119, -0.532, -0.156, -0.126, 0.095, 0.045, 0.051, 0.061, 0.044, 0.089, 0.070, 0.051, 0.031, 0.029, 0.094, 0.060, 0.089, 0.055, 0.029, 0.072, 0.017, 0.090, 0.070, 0.089, 0.052, -0.003, -0.371, 0.040, -0.219, -0.058, 0.129, 0.092, 0.032, 0.098, 0.062, 0.130, 0.168, 0.119, -0.307, -0.017, -0.078, -0.341, -0.056, -0.018, 0.584, -0.309, -0.319, -0.119, -0.670, 1.096, -0.373, -0.304, -0.119, 0.100, 0.098, 0.118, 0.118, 0.094, 0.114, 0.087, 0.074, -0.025, -0.573, -0.023, -0.039, -0.054, -0.137, 0.104, 0.055, 0.044, 0.096, 0.077, 0.036, 0.092, 0.071, 0.087]
}